[1]
A molecular structure, C5H7NO, computed with ωB97M-V with the def2-TZVPD basis set.

Each line ends with the natural charge from an NBO analysis.
CARTESIAN COORDINATES (ANGSTROEM)
O (0.85, 0.06, -0.72)  -0.5065
H (-1.33, -1.96, 0.17)  0.2443
C (0.88, -1.36, -0.50)  0.0783
C (-0.39, 0.13, -0.09)  0.5556
H (-0.74, 3.12, 0.49)  0.2039
C (0.83, -1.67, 0.95)  -0.4195
C (-0.45, -1.33, 0.20)  -0.3142
H (1.43, -2.00, -1.18)  0.2159
N (-1.15, 1.10, 0.14)  -0.4609
H (-1.56, 2.76, -1.03)  0.2036
H (0.93, -2.73, 1.17)  0.2243
C (-0.78, 2.42, -0.35)  -0.4397
H (1.29, -0.98, 1.65)  0.2251
H (0.18, 2.44, -0.88)  0.1897

Summary:
**Frontier orbital gap**: 10.58 eV
**F_max**: 0.67 eV/Å
**Spin multiplicity**: 1
**Relative energy (zero: lowest compared OMol25 entry of this formula, charge and spin)**: 60.5 kcal/mol



[2]
7 unconnected molecules or ions with the total composition C26H44Br2O16S4 at a distorted geometry, computed with ωB97M-V with the def2-TZVPD basis set.

Each line ends with the Mulliken charge.
CARTESIAN COORDINATES (ANGSTROEM)
H (6.75, 6.60, -22.97)  0.3221
C (11.34, -1.72, -27.51)  -1.3683
H (6.85, -4.10, -26.01)  0.1639
C (5.29, -2.61, -24.52)  -0.5215
C (7.59, 7.04, -23.51)  -0.7601
H (6.84, -5.74, -25.41)  0.3756
H (5.97, 3.61, -30.89)  0.3944
O (13.57, 2.75, -20.57)  -0.5615
O (15.27, 2.85, -24.48)  -0.5722
H (8.95, 5.12, -27.20)  0.3678
H (11.85, -0.93, -26.95)  0.3138
H (8.97, 2.80, -23.95)  0.5053
Br (9.74, -0.05, -24.59)  -0.0193
S (11.81, -4.76, -25.17)  1.2413
H (5.03, -3.59, -24.90)  0.4820
H (11.66, 4.85, -27.01)  0.3652
C (8.52, 2.45, -24.88)  0.0459
H (10.54, -2.41, -25.64)  -0.4984
H (15.84, 5.52, -24.90)  0.3281
H (9.06, 8.86, -19.46)  0.3265
H (7.63, 8.10, -23.29)  0.3767
C (11.88, -0.23, -21.57)  -0.0095
C (10.87, -2.82, -26.59)  0.9323
C (7.38, -4.80, -25.36)  -0.4748
H (9.19, 2.64, -25.71)  -0.2285
O (15.91, 2.63, -26.88)  -0.6223
H (11.63, -4.36, -22.86)  0.5064
S (7.21, -4.14, -23.70)  1.1285
C (9.78, 8.04, -19.44)  -1.2640
H (7.59, 6.80, -24.57)  0.1407
H (5.41, -0.60, -25.28)  0.2098
H (10.68, 8.37, -18.93)  0.3763
S (15.38, 3.38, -25.80)  1.1374
O (13.95, 3.83, -26.31)  -0.2305
O (10.62, -5.51, -25.38)  -0.6515
C (13.03, 4.33, -25.34)  -0.3985
H (10.47, -1.16, -27.89)  0.3626
O (9.73, 2.98, -28.59)  -0.5391
C (10.14, 7.50, -20.81)  -0.0698
O (8.82, 4.89, -22.75)  -0.5911
C (11.64, -3.74, -23.75)  -0.7205
H (11.88, -2.07, -28.38)  0.3855
C (6.61, 3.90, -30.08)  -0.2793
O (12.14, -2.39, -20.63)  -0.5337
O (8.52, -3.97, -23.18)  -0.4860
C (7.11, 5.30, -28.07)  -0.3038
H (13.75, -1.35, -18.84)  0.3990
C (7.78, 3.28, -29.94)  -0.6369
H (4.30, -1.63, -26.13)  0.4070
H (16.17, 5.38, -26.70)  0.3208
C (12.47, -1.22, -20.63)  0.1326
H (10.70, -3.20, -23.83)  0.0326
H (6.04, -1.83, -26.40)  0.2366
H (12.94, 3.67, -24.48)  0.2863
H (9.31, 7.25, -18.85)  0.3155
O (11.97, -3.72, -26.36)  -0.3607
C (13.43, -0.68, -19.64)  -0.3449
H (8.43, -4.84, -25.60)  0.0548
O (13.07, -5.42, -25.09)  -0.6775
C (11.65, 4.41, -26.02)  -0.6997
C (8.12, 1.00, -24.79)  -0.8101
H (8.04, 2.44, -30.58)  0.4104
H (4.66, -2.27, -23.70)  0.3253
C (8.71, 3.59, -28.81)  0.7249
H (12.50, -3.07, -23.72)  0.2959
O (10.21, 6.81, -23.47)  -0.6891
H (11.03, 5.01, -25.35)  0.2458
C (6.13, 4.94, -29.12)  0.1057
H (14.42, 0.95, -18.79)  0.3960
C (12.28, 1.04, -21.56)  -0.1287
O (5.01, 5.40, -29.16)  -0.5510
O (6.65, -2.66, -23.99)  -0.2422
C (8.31, 4.74, -27.98)  -0.1591
H (17.29, 4.71, -25.55)  0.3852
H (13.31, 5.33, -25.00)  0.2821
H (11.91, 1.70, -22.33)  0.3773
S (9.04, 6.29, -22.83)  1.1439
H (10.02, -3.38, -26.97)  0.1098
H (7.49, 0.80, -23.93)  0.5155
O (8.95, 6.86, -21.34)  -0.2450
H (10.89, 6.74, -20.65)  0.2496
C (13.83, 0.60, -19.62)  -0.4086
H (11.15, -0.55, -22.29)  0.2610
H (7.57, 0.69, -25.67)  0.3793
O (6.21, -4.84, -22.97)  -0.6755
Br (6.93, 3.53, -25.17)  -0.1984
C (16.23, 4.92, -25.71)  -0.9766
C (13.27, 1.58, -20.58)  0.3659
C (5.28, -1.61, -25.65)  -0.9518
H (6.82, 6.08, -27.38)  0.4602
H (10.49, 8.29, -21.47)  0.3397
H (11.21, 3.42, -26.00)  0.1141

Summary:
**Frontier orbital gap**: 8.33 eV
**F_max**: 1.52 eV/Å
**Spin multiplicity**: 1



[3]
13 unconnected molecules or ions with the total composition C6H36O12 at a distorted geometry, computed with ωB97M-V with the def2-TZVPD basis set.

Each line ends with the natural charge from an NBO analysis.
CARTESIAN COORDINATES (ANGSTROEM)
H (1.69, 3.07, 2.30)  0.4749
O (0.93, -3.97, 1.17)  -0.9381
H (-0.82, 3.94, -0.74)  0.2072
O (4.06, 1.35, 2.30)  -0.9644
C (0.46, 2.26, -0.62)  -0.4254
H (-0.26, 4.25, -3.37)  0.2213
O (0.13, 1.09, 4.51)  -0.9520
O (-1.93, -2.22, -2.74)  -1.0260
O (-0.67, -2.35, 4.35)  -0.9605
H (1.19, 1.82, -1.34)  0.1978
H (2.00, -0.81, 0.51)  0.4813
H (3.68, 2.07, 2.84)  0.4853
H (-3.18, 0.40, -3.89)  0.4648
H (2.91, -1.09, 1.82)  0.4969
H (-1.80, -3.33, 0.29)  0.5264
H (-1.02, -2.04, 2.46)  0.5127
H (-0.12, -1.58, 4.57)  0.4871
O (-1.34, -2.77, 1.91)  -0.9726
H (0.19, 1.84, 3.91)  0.4849
C (-0.38, -0.21, -0.49)  -0.7008
H (-2.83, -2.04, -3.04)  0.4557
H (0.94, 2.66, 0.28)  0.1963
H (0.33, -0.51, -1.23)  0.2283
H (0.93, 2.94, -3.06)  0.2023
H (-0.24, -3.08, 4.80)  0.4816
H (-2.09, -2.70, -1.84)  0.5052
H (-0.93, -4.03, -0.91)  0.5026
H (0.44, 0.61, -2.96)  0.4603
H (5.02, 1.35, 2.41)  0.4786
O (2.14, -1.33, 1.30)  -0.9727
C (-0.45, 3.17, -1.42)  -0.4221
C (-0.37, 1.17, 0.08)  0.0516
C (-1.21, 1.54, 1.04)  -0.4729
H (-2.21, -3.00, 2.25)  0.4784
H (-1.93, 1.10, -4.40)  0.4748
O (0.08, -3.94, -2.98)  -0.9614
H (1.11, 4.44, -2.24)  0.2002
H (1.39, 4.27, 3.04)  0.4799
O (1.66, 3.36, 3.23)  -0.9501
H (-1.42, 2.45, 1.56)  0.1995
H (0.09, -0.59, -3.67)  0.4777
H (-1.88, 0.89, 1.66)  0.1996
H (1.04, 1.11, 4.84)  0.4649
H (0.72, -3.96, 0.24)  0.4513
H (0.08, -0.96, 0.22)  0.2363
O (-1.72, -3.54, -0.67)  -0.9783
H (0.81, -3.06, 1.46)  0.4854
H (-1.44, -0.49, -0.48)  0.2540
O (0.74, 0.13, -3.74)  -0.9363
H (0.28, -3.53, -3.84)  0.4675
C (0.32, 3.72, -2.59)  -0.6096
O (-2.86, 1.26, -4.18)  -0.9388
H (-0.88, -3.82, -3.17)  0.4846
H (-1.41, 2.71, -1.72)  0.2251

Summary:
**Frontier orbital gap**: 9.24 eV
**F_max**: 3.03 eV/Å
**Spin multiplicity**: 1
**Relative energy (zero: lowest compared OMol25 entry of this formula, charge and spin)**: 88.5 kcal/mol



[4]
A single C8H9NO2 molecule at a distorted geometry, computed with ωB97M-V with the def2-TZVPD basis set.

Each line ends with the natural charge from an NBO analysis.
CARTESIAN COORDINATES (ANGSTROEM)
H (3.76, -0.96, 0.35)  0.4829
H (-3.84, 1.66, -1.19)  0.2424
N (-0.37, 1.17, -0.83)  -0.6414
H (-2.76, 1.49, 0.20)  0.2262
H (-0.97, -2.41, 2.00)  0.2117
C (1.90, -1.23, 0.78)  0.3443
H (-2.98, 0.16, -0.84)  0.2270
C (-2.88, 1.19, -0.87)  -0.7180
O (3.20, -1.51, 0.86)  -0.6590
C (-0.82, -0.55, 0.90)  -0.3228
C (-0.28, -1.72, 1.43)  -0.1709
H (2.03, 0.59, -0.55)  0.2145
C (1.00, -2.11, 1.51)  -0.2982
O (-1.38, 2.60, -2.23)  -0.5870
C (1.43, -0.08, 0.14)  -0.3616
H (-1.95, -0.37, 0.90)  0.2250
C (-1.51, 1.73, -1.41)  0.7101
C (0.02, 0.22, 0.12)  0.2176
H (0.26, 1.52, -1.55)  0.4132
H (1.26, -3.20, 1.91)  0.2442

Summary:
**Frontier orbital gap**: 9.16 eV
**F_max**: 4.31 eV/Å
**Spin multiplicity**: 1
**Relative energy (zero: lowest compared OMol25 entry of this formula, charge and spin)**: 20.7 kcal/mol



[5]
A single C3H4O3 molecule at a distorted geometry, computed with ωB97M-V with the def2-TZVPD basis set.

Each line ends with the natural charge from an NBO analysis.
CARTESIAN COORDINATES (ANGSTROEM)
H (-1.43, -1.81, 0.55)  0.4930
C (1.09, -0.08, -0.15)  0.1899
C (-1.14, 0.50, -0.26)  0.3275
H (-0.39, 1.17, -0.89)  0.0816
H (1.79, -0.89, -0.36)  0.1913
O (-0.50, -1.64, 0.80)  -0.6528
O (1.82, 1.04, 0.07)  -0.6293
C (-0.18, -0.38, 0.33)  0.0735
H (1.25, 1.76, 0.38)  0.4887
O (-2.32, 0.33, -0.48)  -0.5633

Summary:
**Frontier orbital gap**: 8.89 eV
**F_max**: 3.21 eV/Å
**Spin multiplicity**: 1
**Relative energy (zero: lowest compared OMol25 entry of this formula, charge and spin)**: 69.6 kcal/mol